The following is a DFT calculation (ωB97M-V with the def2-TZVPD basis set) of the ion C20H24ClN2O with charge +1.

Last column: Mulliken charge in e.
Geometry (Å):
O (0.5265, -0.0214, 3.2920)  -0.615
C (-0.0726, 0.4807, 2.3690)  0.432
C (-0.8305, 1.7518, 2.4868)  0.630
C (-0.2716, 2.8010, 3.2107)  -0.737
C (-0.9856, 3.9721, 3.3918)  -0.576
C (-2.2615, 4.1035, 2.8707)  -0.507
C (-2.8261, 3.0450, 2.1721)  0.207
Cl (-4.4245, 3.1855, 1.5352)  -0.200
C (-2.1209, 1.8683, 1.9764)  -0.364
N (-0.1195, -0.1545, 1.1397)  0.084
C (-0.2765, 0.5093, -0.1264)  -0.727
C (1.0855, 0.6462, -0.8224)  -0.734
N (1.7179, -0.6820, -0.9790)  0.997
C (2.9905, -0.6460, -1.7411)  -0.891
C (2.8138, -0.2444, -3.2074)  -0.774
C (1.6381, -0.9474, -3.9160)  -0.744
C (1.4049, -2.3486, -3.4145)  0.135
C (2.3771, -3.3316, -3.5621)  -0.431
C (2.1766, -4.6006, -3.0479)  -0.633
C (1.0040, -4.9053, -2.3740)  -0.649
C (0.0213, -3.9413, -2.2337)  -0.552
C (0.2218, -2.6677, -2.7469)  -0.096
C (1.8814, -1.3197, 0.3499)  -0.523
C (0.5152, -1.4465, 1.0216)  -1.077
H (0.7151, 2.6839, 3.6312)  0.453
H (-0.5514, 4.7859, 3.9509)  0.410
H (-2.8235, 5.0120, 3.0158)  0.444
H (-2.5908, 1.0408, 1.4678)  0.545
H (-0.7000, 1.5029, 0.0214)  0.709
H (-0.9610, -0.0695, -0.7586)  0.087
H (0.9571, 1.1072, -1.8013)  0.480
H (1.7484, 1.2716, -0.2192)  0.338
H (1.0786, -1.2988, -1.5303)  -0.793
H (3.6789, 0.0394, -1.2425)  0.453
H (3.4141, -1.6519, -1.6969)  0.525
H (3.7481, -0.4995, -3.7077)  0.501
H (2.6933, 0.8350, -3.3025)  0.409
H (1.8527, -0.9753, -4.9851)  0.401
H (0.7221, -0.3639, -3.7953)  0.265
H (3.2864, -3.1052, -4.0983)  0.490
H (2.9339, -5.3573, -3.1803)  0.431
H (0.8489, -5.8961, -1.9782)  0.439
H (-0.9071, -4.1810, -1.7382)  0.495
H (-0.5824, -1.9423, -2.6947)  0.477
H (2.3316, -2.3051, 0.2225)  0.400
H (2.5410, -0.7008, 0.9621)  0.495
H (0.6413, -1.8470, 2.0302)  0.557
H (-0.1312, -2.1169, 0.4450)  0.335

As for the charge: +1. The calculation puts the total energy at -38674.5063 eV. As for the multiplicity: 1. The value obtained for the orbital gap is 0.346 Ha.

The following is a DFT calculation (ωB97M-V with the def2-TZVPD basis set) of a structure of composition C12H16ClNO3V at a distorted geometry.

Last column: Mulliken charge in e.
Geometry (Å):
Cl (2.0227, 0.9817, -1.9280)  -0.227
C (-0.5884, 1.9088, 1.5265)  -0.690
C (-1.7414, 1.0546, 1.4986)  -0.286
C (-2.2795, 1.0829, 0.1754)  -0.599
H (-2.1621, 0.5389, 2.3594)  0.572
C (-1.4388, 1.9403, -0.6397)  0.934
C (-0.4274, 2.4794, 0.2272)  -0.209
H (0.3282, 3.1860, -0.1044)  0.524
H (-0.0119, 2.1730, 2.4078)  0.660
H (-3.1516, 0.5599, -0.2151)  0.553
C (-1.5809, 2.1782, -2.0971)  -1.302
V (-0.3360, 0.3376, 0.1341)  0.264
C (-1.0354, -1.4148, 0.5381)  0.584
C (1.3191, 0.2487, 1.0077)  0.377
O (-1.3950, -2.4808, 0.8380)  -0.144
O (2.3085, 0.0469, 1.5792)  -0.127
H (-1.8589, 1.2511, -2.6121)  0.327
H (-0.6334, 2.5233, -2.5229)  0.358
H (-2.3592, 2.9226, -2.3065)  0.365
C (2.7870, -4.4278, -2.4080)  -1.053
N (2.0301, -3.5074, -1.5728)  0.169
C (2.0741, -3.7376, -0.1422)  -0.847
C (1.1738, -2.5834, -2.0559)  0.498
C (1.1557, -2.2735, -3.5157)  -0.981
O (0.4251, -1.9706, -1.2539)  -0.617
H (3.2884, -5.1374, -1.7419)  0.345
H (3.5437, -3.9016, -3.0103)  0.376
H (2.1278, -4.9854, -3.0937)  0.394
H (1.8338, -2.8171, 0.4007)  0.077
H (1.3600, -4.5252, 0.1506)  0.344
H (3.0845, -4.0721, 0.1159)  0.424
H (0.1152, -2.1616, -3.8362)  0.320
H (1.6579, -1.3090, -3.6674)  0.218
H (1.6419, -3.0450, -4.1192)  0.400

Its expectation value of S² is 0.79. As for the charge: +2. The calculation puts the total energy at -58525.7776 eV. As for the multiplicity: 2. The value obtained for the orbital gap (spin up / spin down) is 0.175 / 0.176 Ha.

The following is a DFT calculation (ωB97M-V with the def2-TZVPD basis set) of an isolated molecule of C20H24N2O6S.

Last column: Mulliken charge in e.
Geometry (Å):
C (-2.4823, -0.9365, -2.2854)  -1.543
C (-1.5000, 0.0522, -1.7420)  0.693
C (-1.8931, 1.2956, -1.2808)  -0.276
C (-0.9609, 2.1854, -0.7805)  -0.309
S (-1.4927, 3.8080, -0.2399)  1.278
O (-0.7087, 4.1911, 0.8958)  -0.725
O (-2.9223, 3.8100, -0.1516)  -0.692
N (-1.0721, 4.8458, -1.4581)  -0.307
C (-1.7625, 4.7890, -2.7279)  0.492
C (-1.9362, 6.2047, -3.2765)  -1.598
C (-1.0461, 3.8936, -3.7403)  -1.065
C (0.3752, 1.8546, -0.7178)  -1.086
C (0.7949, 0.6157, -1.1754)  -0.763
C (-0.1343, -0.2800, -1.6930)  1.206
O (0.1795, -1.5235, -2.1683)  -0.568
C (1.5387, -1.8761, -2.2898)  -0.726
C (2.2555, -2.1197, -0.9501)  0.603
O (3.4537, -1.9794, -0.8480)  -0.654
N (1.4007, -2.5150, 0.0185)  0.018
C (1.6640, -2.8255, 1.3589)  0.725
C (2.9465, -2.8065, 1.8986)  -0.421
C (3.1352, -3.1500, 3.2218)  -0.924
C (2.0633, -3.5064, 4.0296)  0.491
C (0.7698, -3.4868, 3.4975)  0.316
C (0.5813, -3.1571, 2.1641)  -0.847
O (-0.3350, -3.7820, 4.2528)  -0.455
C (-0.0783, -3.7729, 5.6405)  -0.455
C (1.2189, -4.5225, 5.9405)  -0.463
O (2.3099, -3.8725, 5.3283)  -0.461
H (-3.4693, -0.4912, -2.3647)  0.417
H (-2.5406, -1.8076, -1.6342)  0.292
H (-2.1613, -1.2849, -3.2654)  0.335
H (-2.9300, 1.5928, -1.2951)  0.467
H (-0.0862, 5.0429, -1.4993)  0.311
H (-2.7447, 4.3716, -2.4865)  0.326
H (-2.4284, 6.8273, -2.5357)  0.389
H (-2.5390, 6.1860, -4.1804)  0.404
H (-0.9672, 6.6403, -3.5095)  0.351
H (-0.9336, 2.8830, -3.3547)  0.126
H (-0.0583, 4.2948, -3.9608)  0.338
H (-1.6141, 3.8508, -4.6659)  0.400
H (1.0757, 2.5576, -0.2969)  0.469
H (1.8398, 0.3574, -1.1128)  0.390
H (1.5426, -2.8168, -2.8502)  0.388
H (2.1045, -1.1322, -2.8619)  0.392
H (0.4251, -2.5747, -0.2479)  0.082
H (3.7845, -2.5343, 1.2807)  0.534
H (4.1220, -3.1545, 3.6551)  0.428
H (-0.4260, -3.1596, 1.7768)  0.417
H (-0.9343, -4.2526, 6.1168)  0.338
H (0.0118, -2.7379, 5.9970)  0.291
H (1.4287, -4.5402, 7.0108)  0.340
H (1.1360, -5.5513, 5.5633)  0.289

The calculation puts the total energy at -47229.7970 eV. As for the multiplicity: 1. The value obtained for the orbital gap is 0.317 Ha.

The following is a DFT calculation (ωB97M-V with the def2-TZVPD basis set) of a cluster of 2 separate species, CH6FN3 in total at a distorted geometry.

Last column: Mulliken charge in e.
Geometry (Å):
N (0.1534, -1.4118, 0.1776)  -0.659
C (0.2469, -0.1152, -0.0253)  0.621
N (-0.2911, 0.4603, -1.0996)  -0.423
N (0.8086, 0.7469, 0.8345)  -0.392
H (0.6145, -1.8975, 0.9207)  0.154
H (-0.9087, -0.1097, -1.5955)  0.290
H (-0.2988, 1.5478, -0.9208)  0.183
H (0.8049, 1.6898, 0.4914)  0.132
H (1.4586, 0.4174, 1.5276)  0.225
F (-2.0236, -1.2737, -0.8833)  -0.581
H (-1.1870, -1.5609, -0.3392)  0.449

The calculation puts the total energy at -8322.2367 eV. As for the multiplicity: 1. The value obtained for the orbital gap is 0.371 Ha.

The following is a DFT calculation (ωB97M-V with the def2-TZVPD basis set) of the ion C9H11N2 with charge +1 at a distorted geometry.

Last column: Mulliken charge in e.
Geometry (Å):
C (3.0737, -1.1118, -0.3314)  -0.869
C (3.0357, 0.1384, 0.5007)  -0.342
N (2.1546, 1.1214, 0.1315)  -0.054
C (1.1145, 1.4543, -0.3253)  0.446
C (-0.1015, 1.9623, -0.1633)  -1.154
C (-1.0377, 0.8171, -0.3322)  1.266
C (-2.3454, 1.2414, -0.1954)  -0.782
C (-3.3361, 0.4064, 0.2939)  -0.204
C (-3.0739, -1.0663, 0.3392)  -0.689
C (-1.8899, -1.4272, -0.1673)  -0.130
N (-0.9116, -0.5258, -0.4668)  -0.009
H (3.2154, -1.0020, -1.4260)  0.319
H (2.0449, -1.5361, -0.1813)  0.165
H (3.7792, -1.7434, 0.2443)  0.341
H (4.0276, 0.6365, 0.5120)  0.309
H (2.7826, -0.2404, 1.4938)  0.293
H (-0.3245, 2.9023, -0.3969)  0.411
H (-2.4740, 2.2952, -0.1217)  0.353
H (-4.2833, 0.7538, 0.6234)  0.432
H (-3.7384, -1.6728, 0.8877)  0.427
H (-1.6652, -2.4810, -0.2892)  0.358
H (-0.0468, -0.9224, -0.6295)  0.110

As for the charge: +1. The calculation puts the total energy at -12481.9187 eV. As for the multiplicity: 1. The value obtained for the orbital gap is 0.296 Ha.

The following is a DFT calculation (ωB97M-V with the def2-TZVPD basis set) of a cluster of 2 separate species, C2H4N4O2 in total at a distorted geometry.

Last column: Mulliken charge in e.
Geometry (Å):
C (0.7087, -0.5213, 0.1254)  0.458
C (-1.3559, -0.4966, -0.0126)  0.510
H (3.7893, -0.9551, 0.0240)  0.404
H (-3.5615, -0.0368, 0.1576)  0.426
H (-1.6734, 1.8341, 0.1061)  0.304
H (0.9641, 1.6680, -0.3483)  0.324
N (1.8326, -0.9588, 0.0375)  -0.345
N (-0.4286, -1.3429, 0.1843)  -0.468
N (-1.0389, 0.8582, -0.1783)  -0.240
N (0.3492, 0.9490, 0.3405)  -0.331
O (2.9710, -0.1375, -0.2407)  -0.431
O (-2.5566, -0.8603, -0.1955)  -0.611

The calculation puts the total energy at -12187.2145 eV. As for the multiplicity: 1. The value obtained for the orbital gap is 0.267 Ha.

The following is a DFT calculation (ωB97M-V with the def2-TZVPD basis set) of the ion C3H4N3O2 with charge -1 at a distorted geometry.

Last column: Mulliken charge in e.
Geometry (Å):
H (0.3638, -2.2181, -1.0494)  0.205
N (0.2297, -1.2572, -0.7103)  -0.755
C (-0.7712, -1.1425, 0.0995)  0.438
O (-1.4595, -1.9967, 0.6865)  -0.738
C (-1.0371, 0.5017, 0.5588)  0.295
C (-2.3748, 0.6622, 0.0056)  0.044
N (-3.3991, 0.7363, -0.4813)  -0.515
N (-0.1709, 1.5005, 0.0504)  -0.343
O (1.1752, 1.2009, 0.4543)  -0.497
H (-1.0305, 0.6450, 1.6702)  0.208
H (-0.1639, 1.6152, -1.0237)  0.306
H (1.3851, 0.2574, 0.5104)  0.352

As for the charge: -1. The calculation puts the total energy at -11740.1776 eV. As for the multiplicity: 1. The value obtained for the orbital gap is 0.315 Ha.

The following is a DFT calculation (ωB97M-V with the def2-TZVPD basis set) of the ion C4H9NOS with charge +1 at a distorted geometry.

Last column: Mulliken charge in e.
Geometry (Å):
C (1.6341, 0.0000, -1.6168)  -0.788
N (1.1438, 0.2587, -0.2925)  0.001
C (-0.1024, -0.1992, 0.1420)  -0.031
C (-1.0736, 0.8967, 0.7186)  -0.756
S (-2.8590, 0.3211, 0.6251)  -0.144
C (-0.0097, -1.4212, 1.0522)  -0.078
O (-0.6309, -1.7618, 1.9993)  -0.280
H (2.1579, -0.9444, -1.7708)  0.350
H (2.0707, 0.9265, -2.0256)  0.354
H (0.7730, -0.0205, -2.2922)  0.349
H (1.8162, 0.3077, 0.4722)  0.343
H (-0.6211, -0.5630, -0.7581)  0.279
H (-0.9132, 1.8090, 0.1407)  0.449
H (-0.8409, 1.0937, 1.7630)  0.409
H (-3.2665, 1.4770, 1.1400)  0.188
H (0.7216, -2.1803, 0.7029)  0.355

Its expectation value of S² is 0.76. As for the charge: +1. The calculation puts the total energy at -18656.5456 eV. As for the multiplicity: 2. The value obtained for the orbital gap (spin up / spin down) is 0.331 / 0.164 Ha.

Repeat the seventh record exactly.
The following is a DFT calculation (ωB97M-V with the def2-TZVPD basis set) of the ion C3H4N3O2 with charge -1 at a distorted geometry.

Last column: Mulliken charge in e.
Geometry (Å):
H (0.3638, -2.2181, -1.0494)  0.205
N (0.2297, -1.2572, -0.7103)  -0.755
C (-0.7712, -1.1425, 0.0995)  0.438
O (-1.4595, -1.9967, 0.6865)  -0.738
C (-1.0371, 0.5017, 0.5588)  0.295
C (-2.3748, 0.6622, 0.0056)  0.044
N (-3.3991, 0.7363, -0.4813)  -0.515
N (-0.1709, 1.5005, 0.0504)  -0.343
O (1.1752, 1.2009, 0.4543)  -0.497
H (-1.0305, 0.6450, 1.6702)  0.208
H (-0.1639, 1.6152, -1.0237)  0.306
H (1.3851, 0.2574, 0.5104)  0.352

As for the charge: -1. The calculation puts the total energy at -11740.1776 eV. As for the multiplicity: 1. The value obtained for the orbital gap is 0.315 Ha.